Entry from the OMol25 dataset: a structure of composition C15H30AlBrClO5P2S (ωB97M-V/def2-TZVPD).

The multiplicity is 1. The HOMO energy comes out at -18.67 eV. As for the charge: +3. Its lowest unoccupied orbital energy is -0.4870 Ha. Its max |F| is 2.4 eV Å⁻¹. As for the frontier orbital gap: 5.42 eV.

The geometry in XYZ format:
```
56
Properties=species:S:1:pos:R:3:mulliken_charge:R:1
C -3.75463 -1.04415 2.41371 -0.330
C -2.56336 -1.96270 2.75350 -0.707
C -1.13789 -1.46821 2.43731 -1.279
C -0.85492 -1.03352 0.97123 0.658
C -1.10962 -2.34333 0.16615 -2.283
C 0.52838 -0.31007 0.83979 0.155
P 0.41594 1.22993 2.01355 0.258
O 0.95647 0.89904 3.44886 -0.381
Br -1.68211 1.88654 2.39820 0.004
C 1.65981 -1.20340 1.40518 -0.967
Cl 1.78383 -2.84248 0.73082 0.009
S 3.36330 -0.52895 1.23678 1.282
O 3.60089 0.47120 2.22048 -0.555
O 4.25635 -1.59245 1.27035 -0.629
O 3.32291 0.00436 -0.28731 -0.500
C 2.32309 1.00596 -0.39906 -2.684
O 2.62342 1.83311 -1.46105 -0.481
C 0.88774 0.44903 -0.52007 2.258
C 0.71699 -0.50756 -1.75685 0.008
C -0.70898 -0.65661 -2.32003 -1.460
C 1.68644 -0.36476 -2.94871 -1.076
C 1.46180 0.77980 -3.93890 -1.374
P -0.07108 2.05428 -0.56823 1.187
C 0.76924 3.60419 -0.17379 -1.444
C -1.04661 2.47678 -2.00336 -1.084
H -4.14423 -0.58889 3.31416 0.399
H -4.60052 -1.69299 2.06689 -0.509
H -3.58838 -0.32402 1.62133 0.367
H -2.73778 -2.95229 2.34050 0.463
H -2.57702 -2.11169 3.82733 0.525
H -0.88964 -0.71668 3.18224 0.398
H -0.49488 -2.32173 2.62762 0.479
H -1.62498 -0.35130 0.61419 0.686
H -0.40560 -2.58051 -0.61136 0.567
H -2.08524 -2.28447 -0.30914 0.256
H -1.14358 -3.22551 0.78956 0.567
H 0.29189 1.02601 4.15507 0.537
H 1.56392 -1.38666 2.46654 0.941
H 2.43537 1.64600 0.49037 1.450
H 3.22540 2.54201 -1.18372 0.482
H 0.98661 -1.48125 -1.36684 0.049
H -1.43479 -0.29272 -1.58835 0.191
H -0.89492 -0.11920 -3.24034 0.494
H -0.94213 -1.70049 -2.48012 0.342
H 2.72927 -0.35202 -2.66466 0.489
H 1.57727 -1.28840 -3.51271 0.640
H 0.61077 0.60973 -4.59177 0.383
H 1.39447 1.76499 -3.49153 0.293
H 2.31657 0.80486 -4.60512 0.416
H -0.00550 4.31748 0.12329 0.529
H 1.45753 3.53996 0.65765 0.487
H 1.29194 4.03733 -1.02476 0.460
H -2.10617 2.29751 -1.80714 0.439
H -0.96198 3.54415 -2.18825 0.543
H -0.79658 1.94299 -2.91652 0.260
Al -5.87451 -3.13825 1.37703 0.790
```

Entry from the OMol25 dataset: a structure of composition C15H30BF4NOP2Ru (ωB97M-V/def2-TZVPD).

The multiplicity is 5. The HOMO energy (alpha / beta) comes out at -6.19 / -7.88 eV. As for the charge: 0. Its lowest unoccupied orbital energy (alpha / beta) is 0.0075 / -0.0541 Ha. Its max |F| is 4.3 eV Å⁻¹. As for the energy relative to the best compared isomer or geometry (same formula, charge and spin): 0.950 eV. As for the frontier orbital gap (alpha / beta): 6.39 / 6.41 eV.

The geometry in XYZ format:
```
55
Properties=species:S:1:pos:R:3:lowdin_spin:R:1
Ru -0.22090 -0.07130 -0.12982 2.357
P -1.56082 -1.87905 0.12051 0.107
P 1.68378 1.99010 0.16449 0.076
N 0.28158 -0.21301 -1.79235 0.734
H -1.24814 1.04839 0.18894 0.066
C -3.39047 -1.69489 -0.02692 0.034
H -3.91521 -2.66486 -0.03555 0.005
H -3.61416 -1.17684 -0.96581 0.000
H -3.78143 -1.09693 0.80470 0.000
C -1.41684 -3.02046 1.56909 0.009
H -2.13255 -3.85604 1.50766 0.001
H -1.58369 -2.48386 2.50863 0.000
H -0.40622 -3.44131 1.59191 0.001
C -1.22816 -3.05420 -1.26040 0.008
H -1.86910 -3.94888 -1.21040 0.000
H -0.17992 -3.37456 -1.22056 0.002
H -1.40573 -2.54948 -2.21678 0.000
C 0.90927 3.63352 0.06267 0.014
H 1.71357 4.37599 0.14292 0.003
H 0.22998 3.77702 0.88999 0.000
H 0.34106 3.72891 -0.86381 0.000
C 2.74291 1.95997 1.65204 0.007
H 3.34076 2.86510 1.67954 0.002
H 3.30065 1.03094 1.71146 0.000
H 2.14971 1.97185 2.55932 0.000
C 2.87411 1.88025 -1.22525 0.006
H 3.55281 2.74599 -1.08352 0.001
H 2.28891 1.94302 -2.16220 0.000
H 3.39702 0.90889 -1.12707 0.000
C 0.60355 -0.51775 -3.08017 0.081
C 0.11287 -0.34308 -5.42905 -0.007
C -0.23293 -0.03327 -4.13060 0.101
C 1.75879 -1.31654 -3.34117 0.105
C 2.06794 -1.59840 -4.65615 -0.006
C 1.25194 -1.11643 -5.68703 0.107
H -0.51193 0.02373 -6.23179 -0.003
H -1.09765 0.56488 -3.84150 0.005
H 2.33901 -1.65656 -2.48312 0.007
H 2.94583 -2.19401 -4.86425 -0.002
H 1.51106 -1.35078 -6.72458 0.006
C -0.87816 0.06133 3.30542 0.015
O -0.15399 -0.64942 2.53554 0.057
C -2.31841 0.34734 2.95135 0.018
H -2.84738 0.99908 3.68224 0.001
H -2.83311 -0.62355 2.88528 0.001
H -2.40167 0.84500 1.97707 0.014
C -0.37843 0.33561 4.68513 0.003
H -0.55831 1.36497 5.11652 0.001
H 0.72808 0.12290 4.68002 0.000
H -0.87928 -0.36773 5.36312 0.000
F 0.30418 1.48580 1.76475 0.054
B 0.09976 2.45961 3.16303 0.004
F -1.21748 2.48630 3.24687 0.001
F 1.05816 1.96978 4.05924 0.001
F 0.66361 3.53337 2.65405 0.001
```

Entry from the OMol25 dataset: a structure of composition C15H30CaF6O15P (ωB97M-V/def2-TZVPD).

The multiplicity is 1. The HOMO energy comes out at -13.15 eV. As for the charge: +1. Its lowest unoccupied orbital energy is -0.2000 Ha. Its max |F| is 3.2 eV Å⁻¹. As for the energy relative to the best compared isomer or geometry (same formula, charge and spin): 9.977 eV. As for the frontier orbital gap: 7.70 eV.

The geometry in XYZ format:
```
68
Properties=species:S:1:pos:R:3:mulliken_charge:R:1
Ca 0.36908 -0.37538 0.67659 1.909
P -1.14439 -2.36652 4.05385 1.064
F 0.35262 -2.28355 3.44572 -0.340
F -1.22928 -0.78269 3.62953 -0.335
F -1.59982 -2.47136 2.51057 -0.316
F -2.66697 -2.32806 4.55963 -0.336
F -1.00357 -3.93615 4.27733 -0.335
F -0.64892 -1.98465 5.55912 -0.344
C 3.72641 2.86866 -2.47725 -0.581
O 3.01718 2.46376 -3.66149 -0.266
C 2.01854 1.47406 -3.57803 0.714
O 1.63195 0.93899 -2.53852 -0.559
O 1.66594 1.08700 -4.78602 -0.298
C 0.75504 0.04750 -5.15229 -0.578
H 4.49615 3.62474 -2.63200 0.278
H 4.22906 2.13905 -1.84235 0.290
H 2.98629 3.27350 -1.78701 0.216
H 0.92632 -0.30346 -6.16993 0.246
H -0.23972 0.45691 -4.97640 0.278
H 0.77440 -0.82860 -4.50408 0.283
C 5.48803 1.13897 4.13656 -0.640
O 4.39306 1.79570 4.78419 -0.329
C 3.19902 1.87738 4.09802 0.747
O 3.01810 1.46985 2.92859 -0.590
O 2.24469 2.34907 4.89961 -0.234
C 2.38470 2.63932 6.26530 -0.624
H 5.13233 0.14191 3.87686 0.295
H 6.27637 0.91585 4.85547 0.256
H 5.95100 1.72466 3.34238 0.273
H 1.43186 2.88485 6.73426 0.246
H 3.20105 3.34652 6.41209 0.302
H 2.56147 1.69559 6.78126 0.307
C 0.48770 -6.72205 0.27362 -0.645
O 0.84678 -6.39809 -1.06044 -0.329
C 0.86196 -5.11763 -1.58618 0.712
O 0.79652 -4.04696 -0.99775 -0.527
O 0.99922 -5.14361 -2.93137 -0.282
C 1.02095 -6.34659 -3.75218 -0.717
H -0.59516 -6.78708 0.37992 0.296
H 1.01357 -6.14891 1.03721 0.298
H 0.85067 -7.72463 0.49985 0.254
H 1.39545 -6.30268 -4.77488 0.309
H 0.13917 -6.98525 -3.80393 0.334
H 1.59530 -7.14829 -3.28796 0.300
C -0.95185 5.66972 -1.09088 -0.596
O -1.62678 5.62152 0.14760 -0.283
C -1.62975 4.56432 0.93450 0.761
O -1.01616 3.51483 0.79579 -0.594
O -2.46316 4.87942 1.95307 -0.287
C -2.42512 4.39822 3.22640 -0.610
H -1.40810 6.51790 -1.60129 0.251
H -1.16703 4.77431 -1.67401 0.270
H 0.13669 5.69252 -1.03926 0.274
H -2.47621 3.31019 3.26746 0.282
H -3.31818 4.79229 3.71144 0.237
H -1.56759 4.73628 3.80817 0.295
C -4.43363 -2.39437 -2.22005 -0.592
O -4.70603 -1.08097 -2.74812 -0.310
C -3.79411 -0.17615 -2.43675 0.707
O -2.81759 -0.27194 -1.69071 -0.523
O -4.00285 1.03567 -3.09509 -0.261
C -4.89910 1.14996 -4.19276 -0.684
H -3.36862 -2.62633 -2.22698 0.252
H -5.05918 -3.15090 -2.69382 0.238
H -4.73263 -2.31246 -1.17507 0.302
H -5.83623 0.59448 -4.15636 0.294
H -4.47162 0.73715 -5.10651 0.310
H -5.07513 2.20265 -4.41404 0.267
```

Entry from the OMol25 dataset: a cluster of 6 separate species, C15H30Cl3N3O4 in total (ωB97M-V/def2-TZVPD).

The multiplicity is 1. Its SMILES is ClC(Cl)Cl.COCCOC.COCCOC.CC#N.CC#N.CC#N. The HOMO energy comes out at -9.77 eV. As for the charge: 0. Its lowest unoccupied orbital energy is 0.0133 Ha. Its max |F| is 4.8 eV Å⁻¹. As for the frontier orbital gap: 10.13 eV.

The geometry in XYZ format:
```
55
Properties=species:S:1:pos:R:3:mulliken_charge:R:1
C 0.84915 -4.53394 2.13771 -0.564
C 0.10879 -5.29361 1.13281 0.433
N -0.46502 -5.83640 0.28043 -0.445
H 1.90565 -4.32598 1.82386 0.224
H 0.81717 -5.05721 3.10167 0.299
H 0.39707 -3.55153 2.27790 0.105
C -0.12711 3.70832 2.29772 -0.198
C -1.54197 3.92946 2.57233 0.238
N -2.69601 4.07885 2.66233 -0.427
H 0.02609 2.72985 1.80550 -0.119
H 0.38200 3.60714 3.23381 0.348
H 0.33373 4.52011 1.68421 0.177
C 4.09665 -1.05950 0.56037 -0.612
C 3.46815 -0.84009 1.85626 0.418
N 2.87303 -0.68345 2.87575 -0.503
H 4.38165 -2.13482 0.40748 0.316
H 4.98171 -0.49030 0.42678 0.302
H 3.31910 -0.85406 -0.17434 0.121
C -2.45085 -2.94632 -2.56852 -0.857
O -2.29081 -2.89763 -1.17460 -0.214
C -3.14120 -3.69916 -0.35648 -0.777
C -2.91177 -3.23371 1.03438 -0.130
O -3.40091 -1.89749 1.17719 -0.328
C -3.34164 -1.40392 2.51024 -0.760
H -1.50916 -2.62938 -2.98223 0.229
H -3.29006 -2.30912 -2.91229 0.311
H -2.68738 -3.99463 -2.90678 0.320
H -2.85089 -4.73805 -0.42518 0.453
H -4.19589 -3.55466 -0.60580 0.370
H -1.83599 -3.28633 1.19879 -0.090
H -3.34320 -3.91395 1.78796 0.507
H -4.24456 -1.74952 3.02097 0.321
H -3.28855 -0.36754 2.30693 0.263
H -2.37101 -1.70254 2.97107 0.270
C 0.87374 4.55663 -4.39657 -0.701
O 1.19691 4.74539 -3.04844 -0.314
C 0.64103 3.68784 -2.23078 -0.709
C 1.54440 3.59694 -0.99268 0.468
O 2.74050 2.93041 -1.38042 -0.394
C 3.65530 2.69345 -0.31141 -0.614
H -0.18331 4.75903 -4.57548 0.281
H 1.14425 3.53163 -4.75915 0.296
H 1.55253 5.29406 -4.84211 0.252
H 0.68049 2.72687 -2.76271 0.291
H -0.40845 3.84736 -1.98300 0.365
H 1.00334 3.00987 -0.23487 -0.307
H 1.74835 4.58989 -0.58820 0.363
H 3.02044 2.38936 0.53570 0.216
H 4.20918 3.57228 -0.02949 0.278
H 4.35885 1.99611 -0.71102 0.227
C -0.82406 -0.37653 -0.14808 1.188
Cl -1.71066 1.14640 -0.23305 -0.149
Cl -0.02542 -0.63405 1.37079 -0.186
Cl 0.36910 -0.46826 -1.39830 -0.178
H -1.54246 -1.18362 -0.31893 -0.675
```